The following is a quantum chemistry calculation of a cluster of 12 separate species, C52H69N10O18 in total, from the OMol25 dataset.

```
! wB97M-V def2-TZVPD RIJCOSX def2/J DEFGRID3
* xyz 2 2
C -0.71495 -2.10614 -2.37934
C -1.33623 -1.02514 -1.51231
N -0.50642 -0.56569 -0.43586
C 0.35063 0.48893 -0.58183
C 0.82726 0.80095 0.73469
N 0.15860 0.03098 1.66967
C -0.55731 -0.91293 0.90955
C 0.22890 -0.01341 3.08195
H -0.47807 -2.95627 -1.73960
H 0.21189 -1.91186 -2.91909
H -1.38720 -2.36605 -3.19704
H -2.12931 -1.57003 -1.00025
H -1.76627 -0.13685 -1.97505
H 0.50663 0.77380 -1.61185
H 1.60095 1.49403 1.03041
H -1.20238 -1.60720 1.42753
H 1.07765 0.62359 3.33088
H 0.37061 -0.98313 3.55910
H -0.61492 0.50578 3.53640
C -5.07292 -2.08799 -4.52782
C -4.46017 -0.95475 -4.06282
C -4.71716 0.26145 -4.59333
C -5.67945 0.36292 -5.59512
C -6.31460 -0.80053 -6.04441
C -6.06770 -2.05371 -5.49582
O -6.70672 -3.19747 -5.91025
O -4.00671 1.30744 -4.14360
H -4.80137 -3.06588 -4.15850
H -3.68672 -1.03164 -3.31298
H -5.95178 1.32034 -6.01414
H -7.00909 -0.63885 -6.85555
H -6.10308 -3.94155 -5.96997
H -4.54474 2.09738 -4.05349
C 2.37489 0.43730 7.11591
C 1.95657 -0.92872 6.91587
C 0.67016 -1.15413 6.54570
C -0.22566 -0.13626 6.31468
C 0.19737 1.20032 6.65366
C 1.50531 1.47246 7.04671
O 1.90041 2.76565 7.22136
O 0.40181 -2.44329 6.18533
H 3.40656 0.68155 7.32183
H 2.78061 -1.62682 6.91258
H -1.20424 -0.45679 5.98901
H -0.57394 1.95218 6.57515
H 2.80668 2.76444 7.53802
H 1.16163 -3.02927 6.15506
C -3.07196 4.11554 -0.10397
C -2.09046 4.97632 0.33607
C -0.77663 4.86422 -0.16095
C -0.49461 3.89502 -1.06853
C -1.49801 3.09682 -1.52555
C -2.75956 3.12968 -0.94488
O -3.73029 2.33990 -1.49719
O 0.16308 5.79742 0.32981
H -4.11522 4.19067 0.16505
H -2.20388 5.80470 1.01967
H 0.52203 3.77837 -1.41383
H -1.21987 2.49927 -2.38111
H -3.38713 1.95658 -2.30769
H -0.22565 6.35995 1.00363
C -3.22064 -3.80275 0.78034
C -2.21036 -4.13169 1.65950
C -1.04521 -4.67809 1.29940
C -0.86084 -4.95334 -0.05047
C -1.86640 -4.68289 -0.94445
C -3.05736 -4.05506 -0.56185
O -3.95512 -3.67278 -1.43692
O -0.17953 -5.07797 2.30535
H -4.18052 -3.40473 1.07466
H -2.39492 -3.99498 2.71480
H 0.02799 -5.38324 -0.48814
H -1.68017 -4.91515 -1.98261
H -4.75921 -3.27818 -1.09148
H 0.66522 -5.27469 1.89389
C 4.21587 -0.97044 2.28682
C 4.19896 -0.76343 0.94364
C 3.45079 -1.56902 0.10231
C 2.43302 -2.35397 0.73293
C 2.42881 -2.53710 2.12150
C 3.38853 -1.87250 2.91123
O 3.66972 -2.12894 4.27211
O 3.44643 -1.49830 -1.28616
H 5.02812 -0.46319 2.78619
H 4.77035 -0.01359 0.41672
H 1.77244 -2.97708 0.14832
H 1.90858 -3.33647 2.62822
H 3.30154 -2.92586 4.66066
H 3.56819 -0.62684 -1.66998
C 3.03945 -5.10035 -4.50108
C 3.04278 -6.47457 -4.56443
C 2.37469 -7.20223 -3.52469
C 1.71838 -6.54109 -2.48452
C 1.94085 -5.13808 -2.38415
C 2.57796 -4.43197 -3.37818
O 2.85202 -3.13144 -3.26977
O 2.41082 -8.57964 -3.62714
H 3.45079 -4.58074 -5.35384
H 3.49425 -6.99465 -5.39634
H 1.19933 -7.10571 -1.72413
H 1.51871 -4.51963 -1.60588
H 3.18175 -2.85421 -2.41186
H 1.84230 -8.93278 -2.93889
C 1.49339 2.52370 -4.20002
C 1.00890 3.82992 -4.55771
C -0.14368 3.97394 -5.26835
C -0.98342 2.88865 -5.49341
C -0.57070 1.61464 -5.11375
C 0.64761 1.41281 -4.46355
O 1.04085 0.16206 -4.22080
O -0.56577 5.19608 -5.58747
H 2.35530 2.46882 -3.55154
H 1.58018 4.74541 -4.51386
H -1.94531 2.83381 -5.98144
H -1.20822 0.76648 -5.31521
H 1.99801 0.09872 -4.25900
H -1.28089 5.16834 -6.22735
C -3.71092 0.14150 2.27677
O -4.09351 -0.89502 1.80985
N -3.25199 1.14941 1.60752
N -3.41670 0.22058 3.56582
H -3.26649 1.95242 2.21995
H -3.47672 1.31573 0.63697
H -3.19837 1.12793 3.95200
H -3.70583 -0.56569 4.12998
C 3.73769 3.59433 3.33572
O 3.10256 2.69912 2.77634
N 3.66804 4.86903 3.11525
N 4.60403 3.40742 4.31424
H 3.18285 5.31746 2.35132
H 4.37269 5.28950 3.70412
H 4.76685 4.15422 4.97445
H 4.84274 2.47196 4.61096
C -1.60013 3.99462 3.67976
O -2.15665 2.96324 3.38211
N -2.22093 5.16466 3.80561
N -0.30127 4.18069 3.83324
H -1.61950 5.88714 4.17496
H -3.20913 5.06421 3.62268
H 0.37635 3.48491 3.55607
H -0.01866 4.79039 4.58724
C 4.36881 2.46336 -1.11251
O 3.74794 1.50883 -1.53263
N 4.30959 3.09409 0.07512
N 5.34003 2.95079 -1.86712
H 4.90237 3.86738 0.34105
H 3.65466 2.79012 0.78138
H 5.83112 3.69440 -1.39177
H 5.71600 2.65357 -2.75618
*
```

HOMO level (spin up / spin down) ... -11.43 / -11.43 eV
LUMO energy (spin up / spin down) ... -4.90 / -8.61 eV
Total energy ... -3924.27158 Ha